CH16O12V as an isolated structure in a non-equilibrium geometry. Source: OMol25; level of theory: ωB97M-V with the def2-TZVPD basis set.

For the HOMO-LUMO gap (spin up / spin down), the calculation gives 7.4 / 7.9 eV. As for the multiplicity: 2. The HOMO energy (spin up / spin down) comes out at -0.2955 / -0.3002 Ha. For the max |F|, the calculation gives 11.63 eV Å⁻¹.

Last column: Löwdin spin population.
Positions of all 30 atoms, in Å:
O  -19.18888  -3.34342  -15.79863  -0.125
V  -20.91607  -3.44956  -15.61566  1.148
C  -23.29393  -3.20635  -15.09808  0.007
O  -22.41567  -2.24420  -15.06891  -0.041
O  -24.17420  -2.86757  -14.20860  -0.018
O  -22.66024  -4.27037  -15.06570  -0.011
O  -20.34352  -2.97769  -13.63031  0.017
H  -20.93263  -3.26869  -12.93538  0.001
H  -19.45020  -2.95069  -13.29288  0.001
O  -21.23346  -4.74607  -17.29316  0.007
H  -20.91536  -4.32565  -18.03832  0.001
H  -21.07872  -5.68932  -17.44630  0.000
O  -17.57185  -1.99226  -17.05482  -0.004
H  -16.81843  -2.16665  -16.52716  0.000
H  -18.32166  -2.37917  -16.53557  -0.001
O  -17.40350  -4.51377  -17.97292  0.000
H  -17.03135  -3.68022  -17.73960  0.000
H  -16.87245  -5.13732  -18.50545  0.000
O  -17.69517  -3.60932  -13.96869  -0.005
H  -17.40159  -2.67901  -13.80282  0.000
H  -18.12087  -3.60209  -14.82706  -0.001
O  -21.04477  -2.15294  -17.49667  0.014
H  -20.98811  -1.21465  -17.20278  0.001
H  -20.68289  -2.15862  -18.37491  0.001
O  -19.95523  -0.69066  -15.37489  0.005
H  -19.15394  -0.23288  -15.53130  0.000
H  -20.21388  -0.34346  -14.45906  0.000
O  -20.12380  -5.45294  -14.85308  0.006
H  -19.31052  -5.89487  -14.93945  0.000
H  -20.84349  -6.09293  -14.80264  0.000



A 7-piece molecular cluster, CH16O7 overall in a non-equilibrium geometry. Source: OMol25; level of theory: ωB97M-V with the def2-TZVPD basis set.

The energy above the lowest of the compared OMol25 structures with the same formula, charge and spin comes out at 84.4 kJ/mol. For the HOMO-LUMO gap, the calculation gives 9.9 eV. As for the multiplicity: 1. The HOMO energy comes out at -0.3771 Ha. For the max |F|, the calculation gives 1.02 eV Å⁻¹.

Last column: natural (NBO) charge in e.
Positions of all 24 atoms, in Å:
O  -1.02396  -3.17106  0.02275  -0.937
H  -0.50695  -2.64586  0.63357  0.465
H  -0.84457  -2.78695  -0.83545  0.473
O  -1.07590  0.10296  -2.68740  -0.964
H  -0.54401  0.13321  -1.89217  0.490
H  -0.98290  -0.79546  -3.00430  0.461
O  2.01995  -1.59923  -2.73460  -0.952
H  2.13458  -1.61945  -1.78451  0.476
H  2.87251  -1.32615  -3.07344  0.464
O  2.24674  -1.82513  0.12197  -0.963
H  2.95043  -1.39567  0.60840  0.483
H  2.55027  -2.72542  0.00545  0.497
O  -3.26796  1.12522  1.01035  -0.951
H  -2.45798  1.44263  1.40961  0.476
H  -3.39616  1.68859  0.24720  0.464
O  0.25093  0.13182  -0.22735  -0.972
H  -0.34249  0.39996  0.47420  0.492
H  0.97532  -0.30182  0.22369  0.479
C  -0.21902  2.86012  1.75425  -0.254
O  -0.74905  1.60431  2.08205  -0.757
H  0.83710  2.81231  1.48884  0.175
H  -0.70342  3.12202  0.81358  0.194
H  -0.43406  3.59063  2.53413  0.178
H  -0.28929  1.17832  2.80920  0.485



A 7-piece molecular cluster, CH17NO6 overall in a non-equilibrium geometry. Source: OMol25; level of theory: ωB97M-V with the def2-TZVPD basis set.

The energy above the lowest of the compared OMol25 structures with the same formula, charge and spin comes out at 21.7 kJ/mol. For the HOMO-LUMO gap (spin up / spin down), the calculation gives 8.5 / 2.8 eV. As for the multiplicity: 2. The HOMO energy (spin up / spin down) comes out at -0.4623 / -0.4623 Ha. The net charge is +1. For the max |F|, the calculation gives 3.59 eV Å⁻¹.

Last column: Löwdin spin population.
Positions of all 25 atoms, in Å:
C  1.96186  -3.37376  -0.76229  0.133
N  1.86646  -2.17679  -0.02562  0.711
H  2.56957  -4.19314  -0.32401  0.058
H  2.44564  -3.26813  -1.73536  0.000
H  0.95918  -3.78698  -0.95710  0.044
H  1.91096  -2.27860  0.99609  0.016
H  2.61267  -1.49353  -0.22591  0.017
H  -2.57926  -3.80687  0.97985  0.000
H  -3.21442  -3.63245  -0.39641  0.000
O  -2.47193  -3.33866  0.14657  0.000
H  1.06418  1.41945  -2.14626  0.000
H  1.49284  0.02944  -1.84648  0.000
O  1.59410  0.92296  -1.50703  0.007
H  0.45864  3.18282  -0.64279  0.000
H  1.67506  3.93209  -1.08678  0.000
O  0.84649  3.57901  -1.43357  0.000
H  -1.74551  0.83563  0.82252  0.000
H  -2.85661  1.57419  1.60579  0.000
O  -2.02738  1.71674  1.13715  0.000
H  -0.31326  -0.39306  -0.37733  0.001
H  -1.49205  -1.42975  -0.21073  0.000
O  -1.25087  -0.49347  -0.17130  0.011
H  -0.75451  3.26497  2.94503  0.000
H  -0.68845  2.34974  1.90502  0.000
O  -0.02740  2.89096  2.42502  0.000



CH18Na3O12 as an isolated structure in a non-equilibrium geometry. Source: OMol25; level of theory: ωB97M-V with the def2-TZVPD basis set.

The energy above the lowest of the compared OMol25 structures with the same formula, charge and spin comes out at 149.1 kJ/mol. For the HOMO-LUMO gap, the calculation gives 6.9 eV. As for the multiplicity: 1. The HOMO energy comes out at -0.4636 Ha. The net charge is +1. For the max |F|, the calculation gives 7.91 eV Å⁻¹.

Last column: natural (NBO) charge in e.
Positions of all 34 atoms, in Å:
Na  -0.97756  -0.06168  3.18772  0.968
Na  2.37939  2.19296  -0.13000  0.989
Na  -3.67218  -0.39522  1.18659  0.981
C  -0.12184  0.26269  0.18706  0.974
O  -1.27276  0.00675  0.36830  -0.919
O  0.53668  1.02375  0.96690  -0.982
O  0.60016  -0.44217  -0.59505  -0.899
O  2.18096  -1.32868  1.73124  -0.952
H  1.44976  -0.92602  1.26280  0.476
H  2.01508  -2.26952  1.67182  0.470
O  -3.45406  -0.89533  -1.23578  -1.001
H  -2.61270  -0.50538  -0.99851  0.489
H  -3.65321  -0.53014  -2.09789  0.509
O  2.66828  -2.22522  -1.04877  -0.937
H  2.46759  -2.90252  -0.40285  0.444
H  2.12430  -1.48047  -0.79250  0.483
O  -0.11174  3.71774  1.78027  -0.942
H  0.25122  2.86759  1.53177  0.479
H  -0.94145  3.50833  2.20918  0.451
O  -0.89527  -0.25204  -3.08598  -0.962
H  -0.52677  -0.35319  -2.20837  0.474
H  -0.31506  -0.76310  -3.65025  0.474
O  -2.51980  2.61685  -0.23646  -0.920
H  -2.72838  3.24765  0.45260  0.464
H  -2.34958  1.79883  0.23053  0.449
O  1.41755  0.92986  3.37947  -0.998
H  1.81537  0.09661  3.63181  0.485
H  1.26060  0.84580  2.43898  0.488
O  -0.72907  -2.99112  -0.96418  -0.945
H  0.13205  -3.33899  -0.73247  0.461
H  -0.68616  -2.06526  -0.72503  0.475
O  2.30895  0.52301  -2.38909  -1.002
H  1.66626  0.15582  -1.78216  0.484
H  2.29341  -0.06820  -3.14171  0.490



A 9-piece molecular cluster, CH19O9 overall in a non-equilibrium geometry. Source: OMol25; level of theory: ωB97M-V with the def2-TZVPD basis set.

The energy above the lowest of the compared OMol25 structures with the same formula, charge and spin comes out at 221.0 kJ/mol. For the HOMO-LUMO gap, the calculation gives 8.5 eV. As for the multiplicity: 1. The HOMO energy comes out at -0.2063 Ha. The net charge is -1. For the max |F|, the calculation gives 7.21 eV Å⁻¹.

Last column: natural (NBO) charge in e.
Positions of all 29 atoms, in Å:
C  0.29307  3.36200  31.58196  -0.283
O  1.15602  2.31590  31.07624  -0.990
H  -0.73304  2.98106  32.05841  0.158
H  0.08003  3.99539  30.71622  0.135
H  0.93385  4.05195  32.22604  0.139
O  1.84346  5.95255  30.39473  -0.923
H  1.38341  5.37198  30.84738  0.463
H  2.18081  6.44571  31.14336  0.472
O  3.91337  2.62003  31.38568  -0.997
H  3.00309  2.80202  31.28167  0.507
H  4.19264  1.98749  32.05124  0.473
O  1.88133  1.96796  28.56062  -0.983
H  2.40312  2.72464  28.42887  0.449
H  1.60499  2.07287  29.48772  0.500
O  1.63042  2.82822  35.33243  -0.949
H  2.41695  3.37112  35.18514  0.452
H  1.52454  2.38523  34.57104  0.485
O  0.78397  5.13603  27.81702  -1.003
H  0.96663  5.47192  28.80549  0.508
H  -0.10287  4.85673  27.57223  0.481
O  -0.32469  0.07636  30.72493  -0.992
H  0.02072  1.02950  30.85622  0.509
H  0.14918  -0.49761  31.20735  0.438
O  1.44589  0.98740  33.29681  -1.020
H  1.29167  1.54168  32.53152  0.506
H  0.93144  0.13183  33.24839  0.470
O  -2.23456  2.67786  29.47165  -0.953
H  -3.14088  2.58877  29.59153  0.462
H  -1.74686  3.15286  30.22734  0.489



CH20F3O13SZn2 as an isolated structure in a non-equilibrium geometry. Source: OMol25; level of theory: ωB97M-V with the def2-TZVPD basis set.

The energy above the lowest of the compared OMol25 structures with the same formula, charge and spin comes out at 0.0 kJ/mol. For the HOMO-LUMO gap, the calculation gives 9.1 eV. As for the multiplicity: 1. The HOMO energy comes out at -0.6887 Ha. The net charge is +3. For the max |F|, the calculation gives 1.59 eV Å⁻¹.

Last column: natural (NBO) charge in e.
Positions of all 40 atoms, in Å:
Zn  1.01109  0.97563  2.81947  1.781
Zn  -2.74853  0.86508  -2.09133  1.799
C  -0.31472  -2.13897  -0.11365  0.750
F  0.87654  -2.69995  0.07696  -0.277
F  -0.82918  -2.54105  -1.26750  -0.312
F  -1.11618  -2.44843  0.88379  -0.288
S  -0.06279  -0.28807  -0.14605  2.359
O  -0.00630  0.08739  1.26941  -1.102
O  1.19762  -0.10245  -0.79514  -0.950
O  -1.19022  0.28523  -0.90458  -1.111
O  1.22025  1.88945  -3.29396  -0.960
H  1.45936  1.35614  -2.52033  0.501
H  1.85326  1.64111  -3.98189  0.515
O  -2.54974  -0.86280  -3.10839  -1.026
H  -1.99835  -1.62701  -2.88999  0.547
H  -3.18762  -1.17068  -3.77504  0.542
O  -1.44351  1.86563  -3.28217  -1.089
H  -1.68584  2.54898  -3.92590  0.526
H  -0.44881  1.76806  -3.37292  0.552
O  -3.15018  2.60380  -1.16409  -1.020
H  -2.77245  3.45428  -1.43798  0.545
H  -3.36071  2.68172  -0.22250  0.534
O  2.29351  -0.49525  2.93445  -1.084
H  3.03072  -0.74303  2.28762  0.556
H  2.35678  -1.14515  3.65045  0.540
O  4.12818  -1.29558  1.29114  -0.985
H  3.78002  -1.39505  0.38467  0.521
H  5.07818  -1.42947  1.18784  0.526
O  -0.37622  0.27108  4.19825  -1.038
H  -1.17467  -0.24355  4.01268  0.536
H  -0.28218  0.28246  5.16502  0.539
O  -3.74570  -1.04711  1.46607  -0.968
H  -3.74135  -1.96950  1.18343  0.485
H  -3.94930  -1.09551  2.40736  0.485
O  4.12134  -2.25729  -1.32136  -0.972
H  4.62998  -2.86504  -1.87295  0.509
H  3.42787  -1.91854  -1.89842  0.475
O  0.09201  2.74836  2.79554  -1.024
H  0.42840  3.66054  2.78586  0.550
H  -0.85058  2.79454  2.58614  0.534